# C30H44N5O2S4SiSr

A molecular structure, C30H44N5O2S4SiSr (ωB97M-V with the def2-TZVPD basis set, OMol25).

The value obtained for the total energy is -95417.5307 eV. As for the total charge: +1. Its energy relative to the best compared isomer or geometry (same formula, charge and spin) is 129.53 kcal/mol. The HOMO energy comes out at -7.59 eV. The calculation puts the orbital gap at 5.19 eV.

Last column: Mulliken charge in e.
Element x y z (Å)
Sr  0.07037  0.52199  0.40607  1.5854
C  -1.20421  0.50015  2.48806  0.9178
C  -0.12818  1.62971  2.76757  -0.4530
S  -0.47450  3.01760  1.46204  0.0725
C  -2.19613  2.46866  0.85881  -0.3076
C  -2.35611  1.45424  -0.39989  -1.0662
S  -2.34132  -0.48689  -0.33968  0.2537
C  -3.28567  -0.84128  1.20341  -0.4162
C  -2.49794  -1.71877  2.22255  -0.8527
S  -0.70340  -1.27081  2.50017  0.2411
H  -1.58840  0.67053  1.47790  -4.0319
H  -2.04375  0.61888  3.16671  0.6987
H  0.93571  1.28395  2.69195  0.4359
H  -0.28499  2.02901  3.76254  0.4309
H  -2.60803  3.39621  0.45783  0.4916
H  -2.81905  2.22886  1.71445  0.3885
H  -1.59066  1.75699  -1.15155  0.3923
H  -3.32010  1.70176  -0.83719  0.7670
H  -4.20153  -1.34946  0.90864  0.5928
H  -3.58651  0.10393  1.64846  0.1405
H  -2.48035  -2.75322  1.88396  0.4772
H  -2.99472  -1.66192  3.19092  0.5054
C  2.35149  -2.66677  2.35520  -0.9391
Si  2.95960  -1.28543  1.21229  0.0732
C  3.86586  0.04946  2.23884  -1.1476
C  3.94924  -2.07858  -0.19636  0.4613
C  3.69969  -1.76402  -1.53210  0.0362
C  4.39756  -2.37098  -2.56797  -0.4730
C  5.38479  -3.30338  -2.28635  -0.4983
C  5.65855  -3.63189  -0.96519  -0.7128
C  4.94265  -3.03125  0.06086  -0.3008
H  2.97580  -3.56628  2.32646  0.4473
H  1.35848  -2.97725  2.04620  -0.0452
H  2.29962  -2.32696  3.39392  0.3497
H  4.90649  -0.16321  2.50972  0.3601
H  3.30366  0.15367  3.17266  0.2534
H  3.84738  1.00017  1.70780  0.2800
H  2.93944  -1.02186  -1.75291  -0.0115
H  4.17112  -2.11895  -3.59836  0.4005
H  5.94534  -3.76616  -3.08893  0.3911
H  6.42705  -4.36012  -0.73720  0.4086
H  5.17401  -3.30140  1.08610  0.3701
C  0.91744  -6.32673  -0.32985  -1.1493
N  0.88049  -5.07736  -1.08505  0.1184
C  1.30153  -5.05280  -2.37010  -0.2773
C  1.24248  -3.93097  -3.11488  -1.1351
C  0.74514  -2.77027  -2.45094  0.4959
N  0.41842  -2.75477  -1.17831  0.3321
C  0.42882  -3.90841  -0.44981  0.0489
O  0.04159  -3.96144  0.70898  -0.8057
N  0.58958  -1.61801  -3.13448  0.3447
H  0.52378  -7.13401  -0.94464  0.4140
H  0.30491  -6.20321  0.55583  0.3098
H  1.93829  -6.55973  -0.02674  0.3298
H  1.67391  -5.98993  -2.76217  0.4686
H  1.55840  -3.91773  -4.14601  0.5038
H  0.98401  -1.49742  -4.04824  0.2074
H  0.33605  -0.81354  -2.58945  -0.3416
C  -0.13958  4.58438  -5.60802  -1.2759
C  0.02259  3.92542  -4.24398  -0.1575
C  0.81742  2.62467  -4.31193  -0.7963
N  0.25048  1.62031  -5.20799  -0.2348
C  -0.80614  0.83854  -4.94014  0.2616
S  -1.71490  0.95140  -3.55188  -0.2688
N  -1.09042  -0.04995  -5.96180  -0.0155
C  -1.78367  -1.27365  -5.88870  0.3776
O  -2.22991  -1.72151  -4.86873  -0.4974
C  -1.90122  -1.97786  -7.20434  0.6389
C  -0.96668  -1.85974  -8.23023  -0.3455
C  -1.11898  -2.58911  -9.39952  -0.8381
C  -2.20677  -3.43614  -9.54994  -0.4013
C  -3.14063  -3.55726  -8.52970  -0.5915
C  -2.98295  -2.84053  -7.35614  -0.3580
H  -0.64861  5.54309  -5.52034  0.3894
H  -0.73195  3.95986  -6.27874  0.2790
H  0.82866  4.76614  -6.08030  0.3199
H  -0.95764  3.71892  -3.81445  0.1614
H  0.55358  4.59404  -3.56221  0.4299
H  0.91913  2.17479  -3.32297  0.0894
H  1.81600  2.83534  -4.69712  0.5387
H  0.72245  1.48686  -6.08820  0.2583
H  -0.71000  0.16896  -6.86955  0.2395
H  -0.09034  -1.22908  -8.12938  0.3301
H  -0.38408  -2.50150  -10.18825  0.3956
H  -2.31957  -4.01223  -10.45864  0.3966
H  -3.98816  -4.21908  -8.64628  0.3996
H  -3.69459  -2.93060  -6.54689  0.4440